[1]
The following is a DFT calculation (ωB97M-V/def2-TZVPD) of C28H49ClMgN7O4 as an isolated structure.

Output
- highest occupied orbital energy (spin up / spin down) (hartree) = -0.556 / -0.554
- 2S+1 = 2
- charge = +2
- Kohn-Sham gap (spin up / spin down) (Ha) = 0.3754 / 0.1238

XYZ file:
```
90
Properties=species:S:1:pos:R:3:forces:R:3
Mg 1.395374 -2.643479 1.117587 -0.7 0.0 0.3
Cl 0.322904 0.377611 -0.108993 -3.7 1.5 3.1
O 0.533384 1.301261 0.954147 0.2 -0.7 -1.1
O 1.382544 0.198201 -0.986583 3.3 0.2 -2.7
O 0.222654 -0.978599 0.423317 -0.6 -0.3 0.0
O -0.868896 0.688611 -0.864663 0.8 -0.3 0.4
C 1.777544 3.396101 -2.621193 -0.6 0.3 -0.6
C 0.282354 3.275521 -2.914693 0.6 -1.6 1.0
C -0.626566 3.832421 -1.744923 0.2 0.3 -2.2
C -0.430356 5.294191 -1.783543 -0.3 1.1 0.5
N -0.273326 6.442631 -1.829593 -0.1 -1.5 0.0
H 2.263084 2.654181 -1.987233 -0.4 -0.2 0.7
H 1.854324 4.391901 -2.184633 0.9 0.1 0.0
H 2.301794 3.243231 -3.564533 0.2 0.5 -0.1
H 0.135834 2.213071 -3.109213 -0.5 -0.7 0.5
H 0.091884 3.562271 -3.948903 -0.6 1.2 0.4
H -0.517686 3.414411 -0.744163 0.7 0.0 -0.1
H -1.658086 3.589481 -1.999953 -0.2 0.3 -0.1
C -2.167616 -6.192209 3.764587 0.1 0.6 2.7
C -2.541586 -6.195709 2.356517 0.1 -1.2 -0.7
C -2.807676 -4.797879 1.799777 -0.4 -0.7 -0.7
C -1.548326 -4.051179 1.748237 5.1 3.7 1.2
N -0.498436 -3.446879 1.820167 -5.6 -3.7 -0.9
H -1.318496 -5.547829 3.992357 0.3 -0.2 0.0
H -2.022076 -7.192459 4.172537 0.4 0.0 -0.3
H -2.977916 -5.816569 4.389407 -0.2 0.3 0.0
H -3.414896 -6.847829 2.343657 -0.3 0.3 -0.9
H -1.730746 -6.717879 1.848617 -0.2 0.2 -0.7
H -3.653116 -4.373109 2.340987 0.6 0.7 0.5
H -3.227766 -4.832899 0.794587 0.4 -0.2 -0.3
C -5.054356 3.398371 -2.551493 -0.4 -0.6 -0.7
C -4.930166 1.902511 -2.843833 2.4 -1.0 -0.3
C -3.446546 1.476181 -3.250403 0.1 0.3 -0.5
C -2.774246 2.162471 -4.391063 0.8 1.8 -2.1
N -2.237996 2.690361 -5.299153 -1.5 -1.6 2.8
H -4.479146 3.834061 -1.734543 0.1 -0.6 0.3
H -6.115246 3.562181 -2.362343 0.1 0.6 -0.2
H -4.685366 3.924601 -3.431853 -0.5 0.2 -0.1
H -5.549536 1.497241 -3.643983 -0.3 0.7 -0.1
H -5.131006 1.238341 -2.003203 -0.2 0.3 0.3
H -3.354946 0.438381 -3.570833 -0.5 -0.3 0.3
H -2.763136 1.578111 -2.407403 -0.1 0.1 0.2
C 3.990834 1.166021 3.837837 -0.2 -0.4 0.6
C 3.392614 0.580361 5.129697 0.6 0.1 0.8
C 2.142194 -0.284769 5.054067 -1.6 -0.2 -1.0
C 1.783454 -1.052329 3.852157 2.0 2.2 3.2
N 1.526424 -1.651869 2.943787 -0.7 -2.1 -3.2
H 4.714104 1.935541 4.107697 -0.1 0.0 -0.1
H 3.239604 1.597571 3.176387 -0.1 0.0 0.0
H 4.532764 0.385221 3.304217 0.0 0.0 -0.2
H 3.096444 1.347121 5.845567 -0.1 0.5 -0.4
H 4.146084 0.087971 5.744447 0.3 -0.4 -0.5
H 1.292774 0.398281 5.058827 -0.3 0.1 0.4
H 1.952074 -1.003689 5.851007 0.4 0.3 0.4
C 4.818354 1.315591 -0.335443 2.2 -0.7 0.4
C 5.936954 0.332191 0.191257 -0.5 0.5 0.9
C 5.744414 -1.169379 -0.128603 -0.6 0.9 -0.3
C 4.407384 -1.602579 0.286077 -5.2 -1.5 1.7
N 3.306644 -1.919609 0.651607 5.5 1.3 -2.0
H 5.056134 1.623441 -1.353673 -0.4 -0.3 -0.1
H 5.054994 2.182391 0.281607 -0.9 0.3 0.0
H 3.820654 0.892621 -0.217993 0.0 0.4 0.1
H 6.003344 0.470391 1.270417 -0.3 -0.3 0.2
H 6.930094 0.682171 -0.090333 -0.1 -0.3 -0.6
H 6.453484 -1.853519 0.337527 0.2 0.1 -0.2
H 5.774564 -1.195009 -1.217883 0.1 -0.7 -0.1
C 0.277544 -1.150639 -4.171143 0.7 -0.9 0.5
C 1.001494 -2.513429 -4.166103 0.0 -0.6 -1.6
C 0.479954 -3.726959 -3.364073 -0.7 0.5 0.0
C 0.734064 -3.660249 -1.938753 1.3 0.4 5.2
N 0.985974 -3.592259 -0.773013 -0.9 0.0 -4.9
H 0.542644 -0.624179 -3.254273 -0.7 0.4 -0.1
H -0.773866 -1.351049 -4.377193 -0.2 0.3 0.7
H 0.574814 -0.566939 -5.042363 0.4 0.0 0.2
H 2.086474 -2.550259 -4.068353 0.0 0.8 0.2
H 0.831934 -2.827799 -5.195923 0.3 -0.4 -0.1
H 0.919234 -4.652189 -3.736993 0.1 0.0 0.0
H -0.598676 -3.821379 -3.489563 -0.2 -0.1 0.0
C -3.895456 2.415411 0.731107 1.0 0.8 1.6
C -3.409596 1.405621 1.787207 0.0 -0.4 -0.3
C -2.363696 1.996681 2.802157 0.4 -0.9 -1.5
C -1.780786 0.899141 3.605647 -1.6 2.3 0.0
N -1.262376 0.121151 4.250707 0.9 -1.4 0.7
H -4.677746 2.179791 0.009577 0.3 -0.5 0.3
H -3.000876 2.835151 0.271057 -0.1 0.0 -0.6
H -4.244976 3.218581 1.379837 -0.5 0.4 -0.4
H -2.951006 0.529991 1.327787 0.2 -0.1 -0.2
H -4.274416 0.987461 2.302317 0.1 0.2 0.4
H -2.641976 2.957611 3.234917 -0.4 -0.6 0.9
H -1.433456 2.283221 2.311587 -0.1 0.3 -0.9
```
Positions in Å, forces in eV/Å.

For each atom in turn, the Mulliken charge in e is: 0.95, 1.33, -0.54, -0.47, -0.65, -0.20, -1.06, -0.11, 1.14, -0.05, -0.47, 0.09, 0.36, 0.41, -0.13, 0.56, -0.09, -0.56, -1.22, -0.32, -0.51, 0.39, -0.23, 0.31, 0.34, 0.33, 0.32, 0.30, 0.33, 0.29, -1.25, -0.66, 0.82, 0.13, -0.55, 0.24, 0.36, 0.47, 0.41, 0.39, 0.46, -0.69, -0.90, -0.62, -0.43, 0.02, 0.24, 0.44, 0.20, 0.18, 0.35, 0.36, 0.23, 0.41, -0.78, -0.64, -0.47, 0.41, -0.25, 0.44, 0.35, 0.03, 0.19, 0.43, 0.38, 0.27, -0.70, -0.75, -0.44, 0.31, -0.50, -0.05, 0.34, 0.45, 0.43, 0.35, 0.37, 0.31, -0.91, -0.34, -0.16, 0.08, -0.49, 0.33, 0.01, 0.39, 0.10, 0.49, 0.54, -0.01



[2]
The following is a DFT calculation (ωB97M-V/def2-TZVPD) of CHN2 as an isolated structure.

Output
- highest occupied orbital energy (spin up / spin down) (hartree) = -0.741 / -0.741
- charge = +1
- Kohn-Sham gap (spin up / spin down) (Ha) = 0.3058 / 0.3054

XYZ file:
```
4
Properties=species:S:1:pos:R:3:forces:R:3
C -0.201458 0.496733 0.015228 0.0 -9.1 -0.8
N -0.313361 -0.709718 0.126270 3.9 -5.2 -1.5
N -0.229538 1.599284 0.122692 -0.1 12.2 0.9
H 0.744356 -1.386300 -0.264189 -3.7 2.1 1.4
```
Positions in Å, forces in eV/Å.

For each atom in turn, the natural (NBO) charge in e is: 0.27, -0.04, 0.23, 0.54



How do the records compare in energy? In the order shown, they have -66393.637 -4017.957 eV.
How do the records compare in energy relative to the best compared isomer or geometry (same formula, charge and spin)? In the order shown, they have 0.000 2.353 eV.